Density functional theory data (ωB97M-V/def2-TZVPD) for one molecule with the formula C17H26N4O2S.

XYZ file:
```
50
Properties=species:S:1:pos:R:3:forces:R:3:mulliken_charge:R:1
C -1.3063 -4.7168 -2.7019 -0.174 -0.117 0.071 -1.065
C -2.7036 -4.9871 -2.1586 -0.022 0.103 -0.034 -0.816
C -3.5528 -3.7243 -1.9025 0.018 -0.181 -0.217 0.739
C -3.6990 -2.8075 -3.1223 -0.248 -0.213 0.037 -0.599
C -4.3973 -3.4851 -4.2943 0.175 0.167 0.111 -1.456
C -2.9983 -2.9707 -0.7467 0.477 0.581 -0.174 0.140
N -3.3647 -3.1641 0.4691 -0.940 -1.010 -0.595 -0.516
N -2.7376 -2.4098 1.3633 0.792 0.953 1.222 -0.540
C -1.8725 -1.6152 0.8275 -0.109 -0.265 -1.055 0.080
N -1.1060 -0.7439 1.5590 0.034 0.071 0.284 -0.085
C -0.1866 0.0913 0.9874 0.162 0.057 0.665 0.354
O 0.0106 0.1032 -0.2058 0.124 0.127 -0.247 -0.737
C 0.5060 0.9974 1.9846 0.059 0.168 -0.238 0.393
C -0.4130 2.1471 2.4211 0.017 0.091 0.104 -0.674
C 0.5360 3.3289 2.6103 -0.339 -0.246 0.157 0.401
O 0.2828 4.3586 3.1916 -0.192 0.328 0.168 -0.694
N 1.7022 3.0217 2.0081 0.109 -0.169 -0.006 0.144
C 2.8184 3.9378 1.9721 0.002 0.271 0.127 -0.121
C 4.1005 3.3439 2.5959 0.037 -0.085 -0.078 -1.052
C 5.0653 3.1385 1.4293 0.106 0.146 0.100 -0.483
C 4.7327 4.3036 0.5025 -0.036 -0.119 -0.101 -0.667
C 3.2063 4.3584 0.5387 0.068 0.114 0.055 -0.701
C 1.7110 1.7238 1.3727 0.025 -0.162 -0.313 -1.085
S -1.7505 -1.7359 -0.9064 -0.606 -0.449 0.545 -0.005
H -0.7530 -5.6510 -2.7681 0.096 -0.031 -0.045 0.397
H -1.3469 -4.2785 -3.6955 0.063 0.065 -0.140 0.248
H -0.7541 -4.0433 -2.0510 0.123 0.019 0.008 0.263
H -3.2445 -5.6276 -2.8564 -0.034 -0.083 0.025 0.403
H -2.6251 -5.5259 -1.2117 -0.080 -0.044 -0.041 0.443
H -4.5476 -4.0678 -1.5954 0.078 0.102 0.021 0.351
H -4.2824 -1.9340 -2.8200 0.094 0.047 -0.002 0.426
H -2.7151 -2.4514 -3.4325 0.033 0.097 -0.035 0.323
H -5.3610 -3.8839 -3.9849 -0.110 -0.070 -0.008 0.340
H -3.7982 -4.2996 -4.6923 0.023 -0.128 -0.090 0.305
H -4.5646 -2.7668 -5.0933 -0.045 -0.006 -0.113 0.404
H -1.2742 -0.7433 2.5551 0.068 0.035 -0.070 0.277
H 0.8115 0.4122 2.8567 -0.008 0.042 -0.051 0.514
H -1.1222 2.4124 1.6333 -0.027 0.010 0.013 0.335
H -0.9721 1.9481 3.3332 -0.002 0.073 -0.019 0.403
H 2.4775 4.8011 2.5507 0.064 -0.145 -0.102 0.486
H 4.5236 4.0603 3.2996 0.006 0.002 0.053 0.338
H 3.8928 2.4255 3.1433 -0.020 -0.001 0.104 0.371
H 4.8619 2.1937 0.9222 0.011 -0.075 -0.037 0.216
H 6.1064 3.1392 1.7482 0.052 -0.096 -0.028 0.401
H 5.1508 5.2263 0.9070 0.063 0.060 -0.007 0.288
H 5.1175 4.1634 -0.5062 0.060 0.084 -0.034 0.385
H 2.7958 3.6468 -0.1773 -0.039 -0.020 -0.065 0.239
H 2.8196 5.3449 0.2910 -0.099 -0.013 -0.058 0.343
H 1.5698 1.8050 0.2872 0.110 -0.069 0.149 0.251
H 2.6502 1.2008 1.5623 -0.019 -0.017 -0.016 0.296
```
Positions in Å, forces in eV/Å.

Calculated values
HOMO level = -9.12 eV
relative energy (zero: lowest compared OMol25 entry of this formula, charge and spin) = 2.7 kJ/mol
orbital gap = 9.601 eV